Entry a
The following is a quantum chemistry calculation of the ion C9H14N3 with charge +1, from the OMol25 dataset.

The geometry in XYZ format:
```
26
Properties=species:S:1:pos:R:3:nbo_charge:R:1
H 0.99576 -2.85138 -1.37469 0.391
N 0.24757 -2.21330 -1.23634 -0.597
C 0.20281 -1.21882 -0.52752 0.453
C -1.05271 -0.46493 -0.27435 -0.120
C -1.24898 0.86084 -0.73067 -0.334
C -2.45715 1.48190 -0.40343 -0.138
C -3.39359 0.83484 0.39143 -0.203
C -3.21368 -0.48879 0.78665 -0.132
C -1.97102 -1.12953 0.46729 -0.165
N 1.39814 -0.71105 0.41709 -0.318
C 2.70606 -1.19458 0.43992 -0.451
N 1.27952 0.67111 0.55401 -0.399
C 2.12124 1.52416 -0.28126 -0.447
H -0.59480 1.34054 -1.48278 0.245
H -2.59371 2.50282 -0.76989 0.236
H -4.37495 1.29062 0.43508 0.240
H -3.96367 -1.13753 1.11204 0.234
H -1.83881 -2.09591 0.80922 0.234
H 3.23577 -1.18775 -0.46392 0.199
H 3.31425 -0.71541 1.20320 0.226
H 2.63094 -2.27049 0.74662 0.244
H 1.44550 0.99552 1.49637 0.412
H 0.17115 0.94928 0.29865 0.485
H 2.19444 2.50359 0.08493 0.238
H 3.14859 1.12142 -0.33655 0.240
H 1.61133 1.60284 -1.36113 0.225
```

Properties
* Kohn-Sham gap: 10.1858 eV
* total charge: +1
* HOMO: -13.267 eV

***

Entry b
The following is a quantum chemistry calculation of the ion C9H14N3 with charge +1, from the OMol25 dataset.

The geometry in XYZ format:
```
26
Properties=species:S:1:pos:R:3:nbo_charge:R:1
C 3.40501 1.28940 0.29678 -0.665
C 2.41873 0.28985 -0.01524 0.121
C 2.45060 -0.95514 -0.57144 -0.028
N 1.12533 -1.42455 -0.57806 -0.499
C 0.29762 -0.44799 0.08680 0.455
C -1.14741 -0.73436 0.30926 0.104
N -1.17617 -2.19245 0.24307 -0.844
C -1.78622 -0.15212 -1.34146 -0.367
C -2.46386 1.08534 -0.85093 -0.191
C -2.43746 1.33850 0.46034 -0.199
C -1.86952 0.31319 1.27721 -0.440
N 1.10012 0.53878 0.37016 -0.481
H 3.15109 2.23942 -0.32704 0.242
H 3.47687 1.61562 1.42055 0.249
H 4.36211 1.11506 -0.08438 0.259
H 3.17148 -1.46051 -1.05051 0.239
H 0.66886 -2.16364 -1.12906 0.469
H -1.13192 -2.61522 1.18607 0.385
H -2.03280 -2.47830 -0.21708 0.387
H -2.37293 -0.90944 -1.91507 0.234
H -0.83483 -0.03052 -1.78932 0.204
H -2.80860 1.82711 -1.58035 0.238
H -2.78071 2.09618 1.07735 0.232
H -1.03690 0.70637 1.98202 0.200
H -2.52417 -0.27072 1.87236 0.245
H 0.77571 1.38013 0.86795 0.452
```

Properties
* Kohn-Sham gap: 9.8579 eV
* total charge: +1
* HOMO: -12.780 eV

***

Relative calculated energies, zero for the most stable structure, unit eV: entry a 1.457; entry b 0.000.

***

Entry a
The following is a quantum chemistry calculation of a structure of composition CH3F3NO4PS, from the OMol25 dataset.

The geometry in XYZ format:
```
14
Properties=species:S:1:pos:R:3:nbo_charge:R:1
C 2.83152 0.10891 -0.15827 0.837
N -0.96813 -1.62167 -0.71916 -0.850
O 0.86117 0.14869 1.64846 -0.845
O 0.50630 1.25486 -0.50763 -0.919
O -3.30584 -1.12506 0.29222 -0.968
O -2.09167 0.79213 -0.67322 -1.015
F 3.03144 -0.07174 -1.45263 -0.293
F 3.22981 1.31318 0.20009 -0.287
F 3.49136 -0.80512 0.53067 -0.291
P -1.83418 -0.57998 0.09089 1.900
S 0.93044 0.06869 0.21652 1.751
H -3.97869 -0.48330 0.04818 0.519
H -1.24587 1.22168 -0.88892 0.535
H -1.45768 -0.22127 1.37282 -0.076
```

Properties
* Kohn-Sham gap (spin up / spin down): 7.0459 / 7.7653 eV
* total charge: 0
* HOMO (spin up / spin down): -10.329 / -9.860 eV

***

Entry b
The following is a quantum chemistry calculation of a structure of composition CH3F3NO4PS, from the OMol25 dataset.

The geometry in XYZ format:
```
14
Properties=species:S:1:pos:R:3:nbo_charge:R:1
C -1.70420 -0.76062 -1.35833 0.758
N -0.58404 0.20868 1.15014 -1.083
O 0.79990 0.28349 -1.55840 -0.917
O -1.13562 1.75607 -1.45168 -0.854
O 1.72417 -0.19011 2.62503 -0.960
O 1.68324 1.45580 0.78638 -0.980
F -2.71625 -0.58360 -0.48049 -0.299
F -2.30069 -0.88840 -2.53361 -0.287
F -0.98994 -1.91588 -1.13737 -0.325
P 0.98139 0.08793 1.21330 1.989
S -0.46330 0.60692 -0.98909 2.039
H 1.06874 -0.49885 3.34120 0.522
H 2.05541 1.30438 -0.11850 0.520
H 1.58119 -0.86583 0.51143 -0.122
```

Properties
* Kohn-Sham gap: 9.3150 eV
* total charge: 0
* HOMO: -10.585 eV

***

Relative calculated energies, zero for the most stable structure, unit eV: entry a 1.171; entry b 0.000.

***

Entry a
The following is a quantum chemistry calculation of the molecule C4H4ClF3, from the OMol25 dataset.

The geometry in XYZ format:
```
12
Properties=species:S:1:pos:R:3:nbo_charge:R:1
C -1.38795 -0.12012 1.26605 -0.644
C -0.39179 0.30779 0.27037 -0.238
C -0.63401 1.30161 -0.57803 0.776
F -1.78190 2.01077 -0.57052 -0.308
F 0.16063 1.72480 -1.56602 -0.301
C 0.94768 -0.38291 0.21238 0.233
F 1.53584 -0.35295 1.45479 -0.336
Cl 0.76351 -2.14618 -0.29422 -0.094
H -1.77517 -1.14655 1.10313 0.238
H -0.97400 -0.05983 2.29776 0.235
H -2.27630 0.56535 1.24052 0.239
H 1.61110 0.04431 -0.52840 0.201
```

Properties
* Kohn-Sham gap: 10.8938 eV
* total charge: 0
* HOMO: -10.136 eV

***

Entry b
The following is a quantum chemistry calculation of a cluster of 2 separate species, C4H4ClF3 in total, from the OMol25 dataset.

The geometry in XYZ format:
```
12
Properties=species:S:1:pos:R:3:nbo_charge:R:1
C -2.41715 -0.05798 -0.10405 -0.497
C -1.42213 0.54527 0.43641 -0.070
C 0.77597 -0.55188 -0.30061 0.120
C 1.90748 0.14589 0.20338 0.613
F 0.76885 -1.92912 -0.08618 -0.338
F 1.85629 0.44705 1.50912 -0.310
F 3.11894 -0.51197 0.03638 -0.320
Cl 2.03272 1.77344 -0.72100 -0.092
H -3.56118 0.04046 -0.00720 0.229
H -2.41897 -0.83481 -0.72751 0.215
H -0.87191 1.25695 1.03845 0.235
H 0.23109 -0.32330 -1.27719 0.214
```

Properties
* Kohn-Sham gap (spin up / spin down): 9.2366 / 8.1535 eV
* total charge: 0
* HOMO (spin up / spin down): -9.462 / -8.832 eV

***

Relative calculated energies, zero for the most stable structure, unit eV: entry a 0.000; entry b 4.943.

***

Entry a
The following is a quantum chemistry calculation of the ion C7H16N with charge +1, from the OMol25 dataset.

The geometry in XYZ format:
```
24
Properties=species:S:1:pos:R:3:nbo_charge:R:1
C 2.27854 -1.74715 2.27242 -0.651
C 1.15585 -1.43798 1.32270 -0.142
C 0.72558 -0.23875 0.93762 -0.009
C 1.27729 1.07935 1.41630 -0.648
C -0.53354 -0.16419 0.08010 -0.447
C -0.40930 0.80774 -1.09013 -0.443
C -1.19730 0.45420 -2.32967 -0.207
N -2.68697 0.60325 -2.09147 -0.671
H 2.87466 -2.59786 1.95522 0.230
H 2.89389 -0.87355 2.46147 0.214
H 1.84663 -2.06871 3.22118 0.229
H 0.76181 -2.31832 0.84728 0.190
H 0.45270 1.68227 1.80599 0.212
H 1.68343 1.61237 0.55224 0.212
H 2.05854 0.96429 2.16077 0.238
H -0.76410 -1.17377 -0.26967 0.213
H -1.31851 0.15746 0.77855 0.209
H -0.62877 1.83877 -0.79756 0.220
H 0.61394 0.93829 -1.42568 0.253
H -0.95273 1.14113 -3.13705 0.234
H -1.02995 -0.57965 -2.60643 0.229
H -3.19103 0.13014 -2.83934 0.447
H -2.96699 1.58471 -2.03864 0.443
H -2.94365 0.20597 -1.18622 0.444
```

Properties
* Kohn-Sham gap: 8.1790 eV
* total charge: +1
* HOMO: -11.889 eV

***

Entry b
The following is a quantum chemistry calculation of a cluster of 2 separate species, C7H16N in total, from the OMol25 dataset.

The geometry in XYZ format:
```
24
Properties=species:S:1:pos:R:3:nbo_charge:R:1
C -1.07562 -2.95082 -0.75897 -0.653
C -0.04163 -1.84175 -0.76206 0.048
C 1.02196 -1.92119 0.05317 -0.485
C -0.05198 -0.83348 -1.88906 -0.682
H -2.09227 -2.59163 -0.92356 0.217
H -1.03735 -3.39367 0.23855 0.229
H -0.83067 -3.72447 -1.48179 0.252
H 2.02012 -1.57160 -0.19500 0.227
H 1.00492 -2.61024 0.89262 0.214
H 0.74818 -0.10131 -1.76930 0.210
H -1.02468 -0.34635 -1.99785 0.211
H 0.13435 -1.35316 -2.83257 0.263
C -0.03733 3.20683 0.32667 -0.669
C 0.23475 2.00689 1.17644 0.143
C 1.02669 1.80781 2.20915 -0.358
N -0.47348 0.79691 0.62355 -0.740
H 0.59191 4.04631 0.60820 0.265
H 0.13221 2.98229 -0.72877 0.230
H -1.08233 3.50542 0.44761 0.243
H 1.04411 0.85184 2.71870 0.221
H 1.67196 2.58051 2.59771 0.248
H -0.97320 1.02312 -0.23071 0.440
H -1.12729 0.37512 1.28713 0.445
H 0.21666 0.05662 0.39015 0.481
```

Properties
* Kohn-Sham gap: 10.1648 eV
* total charge: +1
* HOMO: -13.288 eV

***

Relative calculated energies, zero for the most stable structure, unit eV: entry a 0.000; entry b 0.849.